No. 1
8
Properties=species:S:1:pos:R:3 method="wB97M-V/def2-TZVPD" spin_multiplicity=1 homo_ev=-5.59 relative_energy_kj_mol=84.4 total_charge=-1 largest_force_ev_per_a=5.7 orbital_gap_ev=9.79
N -0.1640 0.3790 -0.9248
O -2.5268 1.2619 -0.0582
O -2.4524 -1.0925 -0.6184
O -1.2145 -0.2311 1.3878
O 0.5489 1.1597 0.0493
S -1.7847 0.0208 0.0548
H 0.0758 -0.8835 -0.6923
H 0.1283 0.9421 0.8831

No. 2
6
Properties=species:S:1:pos:R:3 method="wB97M-V/def2-TZVPD" spin_multiplicity=1 homo_ev=-2.99 relative_energy_kj_mol=4.0 total_charge=-1 largest_force_ev_per_a=2.6 orbital_gap_ev=5.58
N -0.3147 1.2355 0.5995
O -2.8175 1.2063 0.5721
S 2.3666 -1.2062 -0.5742
S -1.5743 0.5616 0.0523
H 0.4461 0.5962 0.3398
H 1.8938 -2.3935 -0.9895

No. 3
6
Properties=species:S:1:pos:R:3 method="wB97M-V/def2-TZVPD" spin_multiplicity=1 homo_ev=-3.52 relative_energy_kj_mol=144.1 total_charge=-1 largest_force_ev_per_a=3.4 orbital_gap_ev=6.41
N -0.4649 0.9853 -0.2126
O 0.5205 1.7636 -0.2837
S 0.4601 -1.7925 -0.0147
S -1.9219 1.4315 0.3290
H 1.5866 -2.3595 0.3905
H -0.1804 -0.0284 -0.2085

No. 4
5
Properties=species:S:1:pos:R:3 method="wB97M-V/def2-TZVPD" spin_multiplicity=1 homo_ev=-3.76 relative_energy_kj_mol=52.8 total_charge=-1 largest_force_ev_per_a=3.2 orbital_gap_ev=9.01
O 3.2230 1.2675 -0.2293
O 2.8863 -1.1908 -0.4915
P 3.1884 -0.0718 0.4538
H -0.5430 -0.4475 -0.8915
H 0.1998 -0.9058 -0.7914

No. 5
7
Properties=species:S:1:pos:R:3 method="wB97M-V/def2-TZVPD" spin_multiplicity=1 homo_ev=-10.20 smiles="O=[S@H](=S)OO" relative_energy_kj_mol=345.6 largest_force_ev_per_a=4.9 orbital_gap_ev=9.35
O 0.5047 -1.3535 0.3193
S 0.7120 -0.1070 -0.3060
S 2.4568 0.7503 -0.2031
O -0.2893 0.9780 0.3566
O -1.7135 0.2870 0.3219
H -0.0815 -0.2752 -1.5173
H -1.5892 -0.2797 1.0286

No. 6
14
Properties=species:S:1:pos:R:3 method="wB97M-V/def2-TZVPD" spin_multiplicity=1 homo_ev=-5.98 relative_energy_kj_mol=61.3 total_charge=-1 largest_force_ev_per_a=4.2 orbital_gap_ev=4.59
Tl 1.0004 -1.4985 0.1649
S -2.0337 -0.6740 1.7603
O -3.2333 -1.4812 1.5646
O -1.8081 0.1103 0.5213
O -2.2049 0.2391 2.8647
O -0.8636 -1.5459 1.9686
S 0.3524 1.7347 -0.0957
O -0.9740 2.2952 0.1217
O 0.7335 0.9956 1.1498
O 0.1884 0.6659 -1.1339
O 1.3506 2.6990 -0.4716
O 2.4322 -1.2154 -2.4201
H 3.2346 -0.9033 -2.8533
H 1.8257 -1.4215 -3.1414

No. 7
4
Properties=species:S:1:pos:R:3 method="wB97M-V/def2-TZVPD" spin_multiplicity=1 homo_ev=-14.55 relative_energy_kj_mol=46.5 total_charge=+1 largest_force_ev_per_a=0.5 orbital_gap_ev=10.12
Rb 2.0136 1.1095 3.0834
O -0.5127 -0.6104 -0.7641
H -1.2103 0.0305 -0.6276
H -0.2906 -0.5296 -1.6917

No. 8
4
Properties=species:S:1:pos:R:3 method="wB97M-V/def2-TZVPD" spin_multiplicity=1 homo_ev=-14.95 relative_energy_kj_mol=32.9 total_charge=+1 largest_force_ev_per_a=0.5 orbital_gap_ev=10.65
Rb -1.7392 -0.5201 -2.8935
O 0.3132 0.2341 0.6855
H 0.9305 -0.4939 0.7575
H 0.4955 0.7799 1.4505